Entry 1:
The following is a quantum chemistry calculation of one molecule with the formula C11H16N4O4, from the Open Molecules 2025 dataset.

- SMILES string: CCC(=O)OCCc1nnc(CCCC(=O)O)nn1
- E_LUMO: -0.89 eV
- Energy relative to the best compared isomer or geometry (same formula, charge and spin): 460.4 kJ/mol

CARTESIAN COORDINATES (ANGSTROEM)
C -3.477 2.555 2.549
C -2.164 1.744 3.062
C -2.221 0.320 2.337
O -2.478 0.321 1.106
O -1.989 -0.909 3.012
C -0.587 -1.293 2.992
C -0.388 -2.353 1.810
C 0.632 -1.842 0.655
N 1.316 -2.859 0.010
N 2.121 -2.451 -0.941
C 2.181 -1.076 -1.088
C 3.216 -0.569 -2.229
C 2.447 -0.044 -3.553
C 1.592 1.295 -3.296
C 0.045 0.922 -3.068
O -0.673 1.560 -2.251
O -0.597 -0.172 -3.727
N 1.510 -0.058 -0.432
N 0.661 -0.469 0.479
H -3.545 3.600 3.019
H -4.401 1.931 2.790
H -3.451 2.714 1.411
H -1.212 2.326 2.806
H -2.232 1.593 4.195
H -0.405 -1.861 3.980
H 0.149 -0.425 2.993
H 0.082 -3.299 2.275
H -1.377 -2.707 1.354
H 3.929 -1.423 -2.530
H 3.872 0.268 -1.807
H 3.282 0.210 -4.310
H 1.819 -0.854 -4.057
H 1.947 1.766 -2.312
H 1.672 2.070 -4.127
H -1.278 -0.535 -3.109

Entry 2:
The following is a quantum chemistry calculation of H20O10 as an isolated structure, from the Open Molecules 2025 dataset.

- E_LUMO: -0.40 eV
- Energy relative to the best compared isomer or geometry (same formula, charge and spin): 1271.7 kJ/mol

CARTESIAN COORDINATES (ANGSTROEM)
O 18.902 3.671 -14.108
H 18.658 2.962 -14.703
H 18.640 4.470 -14.567
O 19.875 5.708 -12.747
H 19.635 6.572 -12.411
H 19.114 5.159 -12.560
O 17.776 4.580 -10.483
H 17.424 5.401 -10.825
H 18.189 4.163 -11.239
O 22.210 6.623 -11.788
H 22.243 6.007 -12.520
H 21.485 7.210 -12.001
O 21.983 4.799 -13.189
H 22.047 4.103 -12.535
H 21.124 5.194 -13.036
O 17.556 6.251 -11.891
H 16.600 6.239 -11.841
H 17.807 7.082 -11.488
O 18.778 3.859 -12.089
H 19.481 3.490 -11.553
H 18.833 3.383 -12.917
O 17.623 5.755 -14.147
H 17.971 5.940 -13.275
H 17.904 6.498 -14.680
O 16.672 4.169 -13.272
H 16.997 4.774 -13.939
H 17.445 3.946 -12.753
O 19.398 7.178 -9.957
H 19.688 7.715 -9.219
H 19.795 7.590 -10.724

Entry 3:
The following is a quantum chemistry calculation of C15H20Br2InN2O5S as an isolated structure, from the Open Molecules 2025 dataset.

- E_LUMO: 1.19 eV
- Total charge: -1

CARTESIAN COORDINATES (ANGSTROEM)
C 0.711 6.772 -1.391
C 0.258 5.659 -1.347
In -0.627 3.650 -1.337
C -1.828 3.432 -3.217
N -3.171 2.832 -2.964
C 0.978 2.129 -1.481
C 0.559 0.912 -2.307
C -0.763 0.258 -1.897
S -0.624 -1.140 -0.832
O -1.713 -1.165 0.100
O -0.401 -2.320 -1.619
O 0.724 -0.868 -0.040
C -2.074 3.407 0.353
Br -3.705 4.436 0.173
C -2.014 2.678 1.464
C -3.054 2.524 2.537
Br -0.390 1.726 1.826
H 1.036 7.788 -1.424
H -1.977 4.425 -3.630
H -1.259 2.812 -3.910
H -3.399 2.144 -3.670
H -3.208 2.338 -2.082
H 1.412 1.823 -0.532
H 1.787 2.605 -2.041
H 0.491 1.202 -3.352
H 1.350 0.159 -2.249
H -1.232 -0.178 -2.779
H -1.473 0.949 -1.451
H 0.503 -0.760 0.897
H -3.306 3.486 2.974
H -2.728 1.828 3.303
H -3.958 2.113 2.086
C 1.417 -4.042 0.688
C 2.577 -4.767 0.444
C 3.274 -5.343 1.494
C 2.791 -5.183 2.779
C 1.640 -4.465 3.047
C 0.953 -3.893 1.989
N 3.520 -5.803 3.896
O 4.538 -6.413 3.638
O 3.063 -5.673 5.013
H 0.872 -3.599 -0.134
H 2.939 -4.882 -0.568
H 4.178 -5.906 1.315
H 1.286 -4.356 4.061
H 0.044 -3.335 2.177

| no. | E_HOMO (hartree) | HOMO-LUMO gap (eV) |
| --- | --- | --- |
| 1 | -0.361 | 8.95 |
| 2 | -0.323 | 8.38 |
| 3 | -0.188 | 6.29 |